The following is a DFT calculation (ωB97M-V/def2-TZVPD) of C45H43N5O6PSe2W as an isolated structure.

Last column: Mulliken spin population.
Positions of all 103 atoms, in Å:
W1 -1.553 -0.020 0.798  0.87
Se1 -3.227 1.694 2.195  0.00
Se2 -2.882 -1.510 2.508  -0.02
C1 -1.573 -0.773 3.636  0.00
C2 -1.388 -1.079 4.983  0.00
C3 -0.471 -0.351 5.706  0.00
C4 0.225 0.686 5.080  0.00
C5 0.002 0.916 3.745  0.00
N1 -0.859 0.184 3.030  0.13
C6 -4.258 1.171 0.738  0.03
C7 -5.593 1.502 0.498  0.00
C8 -6.216 0.970 -0.607  0.01
C9 -5.514 0.090 -1.437  -0.01
C10 -4.213 -0.203 -1.134  0.01
N2 -3.586 0.353 -0.084  -0.04
H1 -1.984 -1.862 5.432  0.00
H2 -0.310 -0.561 6.756  0.00
H3 0.916 1.313 5.627  0.00
H4 0.491 1.719 3.211  0.00
H5 -6.105 2.148 1.197  0.00
H6 -7.249 1.214 -0.823  0.00
H7 -5.977 -0.362 -2.303  0.00
H8 -3.636 -0.896 -1.728  0.00
O1 -1.288 1.880 0.125  0.03
C11 -0.276 2.696 0.060  0.47
C12 0.694 2.593 -0.965  0.02
C13 1.671 3.604 -1.132  0.13
C14 2.620 3.516 -2.122  -0.06
C15 2.644 2.415 -2.987  0.15
C16 1.710 1.405 -2.822  -0.08
C17 0.746 1.462 -1.817  0.10
P1 -0.416 0.082 -1.627  -0.01
C18 -1.442 0.351 -3.113  -0.02
C19 -2.459 1.301 -3.009  0.02
C20 -3.208 1.655 -4.122  -0.01
C21 -2.939 1.072 -5.352  0.00
C22 -1.913 0.144 -5.467  0.00
C23 -1.160 -0.215 -4.355  0.01
C24 0.567 -1.418 -1.967  0.02
C25 -0.050 -2.554 -2.498  0.00
C26 0.665 -3.727 -2.689  0.00
C27 2.008 -3.785 -2.345  0.00
C28 2.631 -2.667 -1.802  0.00
C29 1.912 -1.497 -1.606  0.00
H9 1.639 4.462 -0.473  0.02
H10 3.341 4.314 -2.251  0.00
H11 3.379 2.352 -3.779  0.01
H12 1.737 0.549 -3.488  0.01
H13 -2.647 1.781 -2.059  0.00
H14 -3.997 2.391 -4.028  0.00
H15 -3.516 1.353 -6.224  0.00
H16 -1.691 -0.302 -6.427  0.00
H17 -0.358 -0.929 -4.469  0.00
H18 -1.098 -2.518 -2.772  0.00
H19 0.173 -4.598 -3.104  0.00
H20 2.569 -4.699 -2.499  0.00
H21 3.682 -2.703 -1.542  0.00
H22 2.398 -0.629 -1.175  0.00
O2 -2.039 -1.743 -0.297  0.00
C30 -1.122 -2.376 0.288  0.06
O3 -0.394 -1.627 0.994  -0.02
C31 -0.958 -3.833 0.246  -0.02
C32 0.097 -4.412 0.924  0.01
C33 0.206 -5.793 0.969  0.00
C34 -0.755 -6.547 0.333  0.00
C35 -1.789 -5.986 -0.386  0.00
C36 -1.886 -4.606 -0.430  0.00
N3 -0.692 -8.032 0.451  0.00
O4 -1.555 -8.665 -0.112  0.00
O5 0.196 -8.493 1.130  0.00
H23 0.821 -3.779 1.420  0.00
H24 1.012 -6.285 1.493  0.00
H25 -2.500 -6.629 -0.883  0.00
H26 -2.691 -4.122 -0.971  0.00
N4 0.975 0.577 1.047  0.10
C37 2.095 0.848 1.076  0.01
N5 3.363 1.198 1.121  0.00
C38 4.004 1.589 2.388  0.00
C39 5.019 0.531 2.799  0.00
C40 6.011 0.259 1.664  0.00
C41 5.281 -0.111 0.370  0.00
C42 4.287 0.981 0.001  0.01
H27 3.238 1.736 3.145  0.00
H28 4.498 2.549 2.216  0.00
H29 4.488 -0.391 3.054  0.00
H30 5.542 0.870 3.695  0.00
H31 6.695 -0.540 1.951  0.00
H32 6.619 1.154 1.491  0.00
H33 4.738 -1.052 0.507  0.00
H34 5.987 -0.251 -0.451  0.00
H35 3.718 0.755 -0.901  -0.01
H36 4.806 1.928 -0.169  0.00
C43 -0.806 5.792 0.714  0.00
C44 -1.100 4.482 1.416  0.04
C45 -1.113 4.610 2.918  0.01
O6 -0.048 3.536 1.079  -0.01
H37 -1.572 6.530 0.962  0.00
H38 -0.795 5.661 -0.371  0.00
H39 0.164 6.182 1.031  0.00
H40 -2.046 4.071 1.071  -0.01
H41 -0.139 4.955 3.276  0.00
H42 -1.353 3.659 3.393  0.00
H43 -1.869 5.338 3.219  0.00

## Properties
* E_tot: -208898.607 eV
* energy above the lowest of the compared OMol25 structures with the same formula, charge and spin: 114.6 kJ/mol
* HOMO-LUMO gap (spin up / spin down): 5.13 / 6.41 eV
* E_HOMO (spin up / spin down): -8.329 / -9.617 eV
* total charge: +1
* E_LUMO (spin up / spin down): -3.204 / -3.207 eV
* multiplicity: 3

The following is a DFT calculation (ωB97M-V/def2-TZVPD) of a 7-piece molecular cluster, C45H43NO26P overall.

Last column: Mulliken charge in e.
Positions of all 116 atoms, in Å:
C1 -4.613 1.340 1.803  -1.08
C2 -3.214 1.722 1.297  -0.36
O1 -2.427 0.584 0.964  -0.29
C3 -1.670 0.059 2.011  -0.23
C4 -2.233 -1.283 2.537  -1.26
N1 -2.707 -1.207 3.934  0.32
C5 -1.914 -1.290 4.920  -0.69
C6 -2.595 -1.242 6.223  -0.15
P1 -1.940 0.161 7.172  0.37
O2 -2.246 1.405 6.453  -0.58
C7 -4.095 -1.200 5.882  0.06
C8 -4.759 -2.524 6.210  -1.78
C9 -4.095 -0.973 4.343  -0.39
H1 -4.748 0.263 1.797  0.23
H2 -5.381 1.786 1.185  0.39
H3 -4.771 1.694 2.819  0.25
H4 -3.349 2.299 0.394  0.44
H5 -2.720 2.338 2.045  0.45
H6 -1.602 0.756 2.848  0.52
H7 -0.660 -0.153 1.684  0.04
H8 -1.441 -2.021 2.547  0.50
H9 -3.019 -1.656 1.893  0.50
H10 -0.843 -1.377 4.813  0.70
H11 -2.374 -2.205 6.696  0.48
H12 -0.568 -0.125 7.257  0.11
H13 -2.423 0.039 8.481  0.13
H14 -4.617 -0.334 6.266  0.61
H15 -4.400 -3.275 5.510  0.42
H16 -4.536 -2.863 7.216  0.43
H17 -5.831 -2.449 6.075  0.39
H18 -4.298 0.073 4.137  -0.08
H19 -4.775 -1.592 3.772  0.53
C10 2.938 -1.281 1.894  -0.99
C11 4.223 -1.591 1.667  0.47
C12 5.304 -0.540 1.635  0.97
O3 6.441 -0.918 1.416  -0.83
C13 4.931 0.843 1.854  -0.90
C14 3.654 1.144 2.106  0.31
C15 2.579 0.093 2.146  1.23
O4 1.438 0.465 2.404  -0.73
O5 3.224 2.380 2.334  -0.65
O6 4.652 -2.818 1.450  -0.66
H20 2.157 -2.028 1.910  0.56
H21 5.711 1.591 1.815  0.53
H22 2.262 2.317 2.481  0.32
H23 5.619 -2.754 1.315  0.37
C16 -1.892 0.844 -2.425  -1.40
C17 -3.178 1.168 -2.608  0.16
C18 -3.697 1.709 -3.918  1.18
O7 -4.882 1.981 -3.968  -0.59
C19 -2.765 1.892 -5.007  -1.10
C20 -1.474 1.577 -4.829  0.03
C21 -0.957 1.024 -3.523  1.40
O8 0.231 0.767 -3.453  -0.51
O9 -0.565 1.733 -5.771  -0.46
O10 -4.114 1.079 -1.675  -0.36
H24 -1.515 0.471 -1.483  0.69
H25 -3.142 2.294 -5.936  0.49
H26 0.297 1.443 -5.414  0.27
H27 -4.936 1.386 -2.118  0.20
C22 3.988 0.250 -3.267  -1.49
C23 4.515 0.373 -4.495  -0.09
C24 5.986 0.190 -4.766  1.21
O11 6.351 0.312 -5.919  -0.63
C25 6.860 -0.119 -3.656  -1.04
C26 6.343 -0.252 -2.428  0.22
C27 4.865 -0.085 -2.159  1.07
O12 4.482 -0.266 -1.014  -0.28
O13 7.090 -0.535 -1.372  -0.59
O14 3.817 0.640 -5.588  -0.31
H28 2.931 0.361 -3.068  0.81
H29 7.914 -0.237 -3.858  0.49
H30 6.520 -0.569 -0.581  0.26
H31 4.466 0.644 -6.324  0.37
C28 7.077 -1.588 7.491  -0.97
C29 6.316 -1.686 6.394  0.30
C30 5.969 -0.489 5.547  0.96
O15 5.275 -0.690 4.562  -0.44
C31 6.461 0.811 5.940  -1.01
C32 7.226 0.915 7.039  0.30
C33 7.589 -0.286 7.882  0.99
O16 8.295 -0.088 8.850  -0.61
O17 7.721 2.054 7.478  -0.57
O18 5.803 -2.828 5.955  -0.61
H32 7.334 -2.441 8.103  0.44
H33 6.198 1.663 5.330  0.49
H34 8.240 1.843 8.281  0.37
H35 5.314 -2.609 5.138  0.34
C34 1.509 0.132 -10.223  -1.13
C35 1.206 1.007 -11.193  0.34
C36 1.275 2.499 -10.979  1.08
O19 0.994 3.207 -11.927  -0.62
C37 1.659 2.996 -9.671  -0.89
C38 1.957 2.121 -8.701  0.46
C39 1.918 0.628 -8.925  1.07
O20 2.232 -0.084 -7.987  -0.59
O21 2.307 2.483 -7.476  -0.58
O22 0.827 0.652 -12.408  -0.57
H36 1.468 -0.938 -10.369  0.44
H37 1.688 4.065 -9.522  0.45
H38 2.448 1.662 -6.963  0.15
H39 0.679 1.483 -12.903  0.37
C40 -6.860 -1.906 -1.200  -1.01
C41 -7.579 -2.602 -0.311  0.38
C42 -8.970 -2.188 0.103  1.05
O23 -9.532 -2.897 0.916  -0.63
C43 -9.536 -0.984 -0.473  -1.00
C44 -8.817 -0.284 -1.363  0.34
C45 -7.433 -0.708 -1.787  1.04
O24 -6.858 -0.006 -2.597  -0.64
O25 -9.246 0.824 -1.940  -0.57
O26 -7.147 -3.702 0.288  -0.61
H40 -5.863 -2.194 -1.504  0.48
H41 -10.528 -0.690 -0.163  0.44
H42 -8.540 1.117 -2.550  0.36
H43 -7.885 -4.003 0.858  0.38

## Properties
* E_tot: -111366.892 eV
* energy above the lowest of the compared OMol25 structures with the same formula, charge and spin: 0.0 kJ/mol
* HOMO-LUMO gap: 6.81 eV
* E_HOMO: -10.731 eV
* total charge: +1
* E_LUMO: -3.923 eV